Entry 1:
Density functional theory data (ωB97M-V/def2-TZVPD) for a structure of composition C35H28As2Cl2NOS4SbTc.

Summary:
Charge: +3
LUMO level (spin up / spin down) (eV): -10.2 / -10.2
HOMO level (spin up / spin down) (eV): -16.27 / -16.27
Energy above the lowest of the compared OMol25 structures with the same formula, charge and spin (kJ/mol): 37.23
Kohn-Sham gap (spin up / spin down) (eV): 6.075 / 6.084

Each line ends with the Löwdin charge.
Geometry (Å):
Tc  0.38  -0.13  -0.22  0.705
Cl  3.53  2.97  -2.81  0.841
C  1.88  3.26  -2.43  -0.559
C  1.29  4.49  -2.76  -0.071
C  -0.02  4.72  -2.44  -0.575
Cl  -0.73  6.23  -2.86  0.825
C  -0.80  3.74  -1.76  -0.147
C  -2.14  3.93  -1.37  0.042
C  -2.79  2.92  -0.70  0.010
C  -2.12  1.74  -0.42  -0.104
N  -0.85  1.52  -0.76  -0.017
C  -0.19  2.52  -1.44  -0.149
C  1.15  2.29  -1.79  -0.281
O  1.69  1.08  -1.39  -0.248
H  1.87  5.24  -3.27  0.130
H  -2.64  4.86  -1.60  0.116
H  -3.82  3.03  -0.38  0.131
H  -2.62  0.94  0.11  0.043
C  3.18  1.22  1.23  -0.343
C  3.81  -0.06  0.68  -0.313
As  2.50  -1.42  0.18  1.319
C  2.96  -3.21  0.67  -0.366
C  3.25  -3.49  2.00  -0.103
C  3.68  -4.76  2.33  -0.039
C  3.80  -5.74  1.35  -0.025
C  3.52  -5.44  0.03  -0.038
C  3.10  -4.17  -0.33  -0.094
C  1.72  -1.21  -1.50  -0.486
C  0.80  -2.21  -2.04  -0.157
C  0.17  -1.98  -3.21  -0.025
C  0.47  -0.82  -4.03  -0.016
C  1.37  0.09  -3.65  -0.015
C  2.11  -0.03  -2.37  -0.226
As  1.30  0.96  1.76  1.236
C  0.53  2.68  2.12  -0.377
C  -0.50  2.78  3.05  -0.104
C  -1.11  4.00  3.27  -0.045
C  -0.70  5.12  2.56  -0.037
C  0.32  5.02  1.63  -0.049
C  0.94  3.80  1.40  -0.102
C  1.41  0.05  3.45  -0.380
C  1.10  -1.29  3.62  -0.167
C  1.23  -1.88  4.87  -0.056
C  1.68  -1.12  5.95  -0.031
C  2.00  0.22  5.78  -0.034
C  1.87  0.81  4.53  -0.092
H  3.20  2.01  0.48  0.058
H  3.71  1.57  2.11  0.095
H  4.45  -0.56  1.42  0.089
H  4.43  0.14  -0.19  0.090
H  3.16  -2.73  2.77  0.091
H  3.92  -4.99  3.36  0.124
H  4.14  -6.73  1.62  0.127
H  3.64  -6.20  -0.74  0.125
H  2.91  -3.94  -1.37  0.104
H  0.59  -3.09  -1.45  0.105
H  -0.54  -2.71  -3.58  0.127
H  -0.03  -0.72  -4.98  0.131
H  1.63  0.93  -4.29  0.129
H  3.18  0.11  -2.50  0.137
H  -0.80  1.91  3.63  0.104
H  -1.89  4.09  4.01  0.122
H  -1.17  6.08  2.75  0.124
H  0.66  5.90  1.09  0.121
H  1.75  3.74  0.68  0.099
H  0.76  -1.89  2.79  0.047
H  0.98  -2.92  5.01  0.121
H  1.78  -1.58  6.92  0.125
H  2.36  0.80  6.61  0.125
H  2.11  1.86  4.41  0.116
S  -3.39  -2.50  2.49  0.008
Sb  -4.60  -2.86  0.34  0.791
S  -2.19  -0.91  2.09  0.015
S  -0.99  -1.57  0.62  0.108
S  -3.25  -1.78  -1.04  -0.084



Entry 2:
Density functional theory data (ωB97M-V/def2-TZVPD) for a structure of composition C35H28AsNO7PSTc.

Summary:
Multiplicity: 4
Charge: +1
LUMO level (spin up / spin down) (eV): -4.8 / -5.0
Expectation value of S²: 3.779
HOMO level (spin up / spin down) (eV): -10.77 / -10.77
Energy above the lowest of the compared OMol25 structures with the same formula, charge and spin (kJ/mol): 16.26
Kohn-Sham gap (spin up / spin down) (eV): 6.011 / 5.741

Each line ends with the Löwdin charge.
Geometry (Å):
Tc  -2.28  0.40  0.89  1.589
O  -1.28  1.74  4.47  0.197
C  -1.51  1.59  3.32  -0.476
O  -1.81  0.41  2.75  -0.203
C  -1.50  2.73  2.26  -0.477
O  -1.26  3.87  2.46  0.203
O  -1.79  2.23  1.02  -0.227
C  1.25  0.41  0.85  -0.359
C  1.55  1.90  0.95  -0.402
As  3.40  2.24  1.64  1.330
C  4.38  1.39  0.18  -0.425
C  3.88  1.22  -1.11  -0.124
C  4.67  0.67  -2.12  -0.083
C  5.97  0.28  -1.84  -0.080
C  6.49  0.46  -0.57  -0.073
C  5.70  1.02  0.43  -0.135
C  3.37  0.78  2.94  -0.433
C  3.85  -0.51  2.71  -0.120
C  3.72  -1.48  3.69  -0.078
C  3.11  -1.19  4.90  -0.079
C  2.63  0.09  5.13  -0.075
C  2.77  1.07  4.16  -0.130
P  -0.18  -0.18  -0.09  1.043
C  -0.21  0.52  -1.74  -0.355
C  -0.39  1.90  -1.89  -0.104
C  -0.41  2.45  -3.16  -0.047
C  -0.27  1.64  -4.28  -0.046
C  -0.11  0.27  -4.13  -0.051
C  -0.09  -0.30  -2.86  -0.068
C  0.04  -1.96  -0.16  -0.348
C  -0.88  -2.86  0.38  -0.075
C  -0.61  -4.22  0.37  -0.052
C  0.58  -4.69  -0.18  -0.049
C  1.50  -3.80  -0.71  -0.050
C  1.24  -2.44  -0.70  -0.090
H  1.19  -0.06  1.84  0.096
H  2.07  -0.09  0.32  0.067
H  0.88  2.41  1.63  0.043
H  1.49  2.40  -0.01  0.048
H  2.88  1.54  -1.37  0.085
H  4.26  0.56  -3.11  0.104
H  6.59  -0.14  -2.62  0.106
H  7.51  0.17  -0.35  0.109
H  6.12  1.15  1.42  0.107
H  4.32  -0.76  1.77  0.093
H  4.11  -2.48  3.51  0.105
H  3.02  -1.95  5.66  0.106
H  2.15  0.33  6.08  0.110
H  2.40  2.07  4.36  0.099
H  -0.54  2.54  -1.03  0.093
H  -0.56  3.51  -3.28  0.122
H  -0.29  2.07  -5.27  0.118
H  -0.01  -0.37  -5.00  0.116
H  0.01  -1.37  -2.76  0.103
H  -1.80  -2.51  0.82  0.075
H  -1.32  -4.91  0.79  0.116
H  0.78  -5.75  -0.19  0.116
H  2.43  -4.16  -1.14  0.117
H  1.98  -1.76  -1.12  0.112
O  -4.19  2.62  -1.52  -0.245
S  -4.17  1.29  -2.03  0.679
O  -3.67  0.99  -3.32  -0.243
N  -3.34  0.32  -0.90  -0.162
C  -4.17  -0.55  -0.31  -0.481
O  -3.68  -1.15  0.70  -0.103
C  -5.55  -0.53  -0.78  -0.137
C  -6.63  -1.29  -0.35  0.027
C  -7.87  -1.02  -0.92  -0.030
C  -8.01  -0.03  -1.89  -0.023
C  -6.93  0.74  -2.31  -0.004
C  -5.71  0.46  -1.74  -0.200
H  -6.51  -2.05  0.40  0.133
H  -8.73  -1.59  -0.61  0.120
H  -8.99  0.16  -2.31  0.122
H  -7.05  1.52  -3.05  0.134



Entry 3:
Density functional theory data (ωB97M-V/def2-TZVPD) for a structure of composition C35H28BrGeN3SZn in a non-equilibrium geometry.

Summary:
Multiplicity: 2
Charge: +1
LUMO level (spin up / spin down) (eV): -4.0 / -5.1
Expectation value of S²: 0.756
HOMO level (spin up / spin down) (eV): -10.23 / -10.36
Kohn-Sham gap (spin up / spin down) (eV): 6.268 / 5.220

Each line ends with the natural charge from an NBO analysis.
Geometry (Å):
Zn  -8.06  -6.31  18.86  1.491
N  -6.10  -4.50  21.92  -0.565
C  -6.55  -3.22  22.17  0.138
C  -6.30  -2.50  23.36  -0.220
C  -6.86  -1.26  23.54  -0.182
C  -7.68  -0.68  22.55  -0.199
C  -7.81  -1.33  21.36  -0.189
C  -7.16  -2.53  21.05  -0.269
S  -7.36  -3.13  19.47  0.567
N  -7.15  -4.80  19.80  -0.815
C  -6.55  -5.25  20.87  0.447
C  -6.28  -6.71  20.96  0.149
C  -5.38  -7.28  21.87  -0.224
C  -5.37  -8.68  21.99  -0.110
C  -5.99  -9.47  21.00  -0.220
C  -6.77  -8.79  20.06  0.088
N  -6.98  -7.49  20.07  -0.578
H  -5.64  -5.04  22.64  0.415
H  -5.63  -2.99  24.11  0.225
H  -6.60  -0.70  24.44  0.233
H  -8.15  0.26  22.81  0.238
H  -8.32  -0.89  20.49  0.226
H  -4.67  -6.68  22.45  0.235
H  -4.87  -9.15  22.83  0.246
H  -5.93  -10.52  20.97  0.250
H  -7.33  -9.32  19.30  0.224
C  -7.89  -8.11  15.78  -1.081
Ge  -7.11  -6.42  16.44  1.037
C  -5.13  -6.78  16.24  -0.313
C  -4.75  -6.99  14.92  -0.252
C  -3.43  -7.16  14.56  -0.202
C  -2.46  -6.92  15.54  -0.195
C  -2.83  -6.65  16.87  -0.204
C  -4.16  -6.53  17.20  -0.261
C  -7.57  -5.01  15.14  -0.401
C  -8.45  -5.39  14.13  -0.186
C  -8.46  -4.74  12.87  -0.221
C  -7.74  -3.52  12.69  -0.142
C  -6.93  -3.06  13.74  -0.055
C  -6.12  -1.86  13.53  -0.158
C  -5.23  -1.45  14.47  -0.220
C  -5.17  -2.14  15.71  -0.186
C  -6.01  -3.21  15.98  -0.186
C  -6.81  -3.83  14.95  -0.078
H  -7.77  -8.24  14.68  0.253
H  -8.95  -8.21  16.02  0.245
H  -7.38  -8.89  16.35  0.231
H  -5.48  -7.14  14.12  0.215
H  -3.22  -7.45  13.51  0.232
H  -1.38  -6.86  15.28  0.228
H  -2.13  -6.48  17.68  0.217
H  -4.49  -6.19  18.16  0.195
H  -9.18  -6.18  14.31  0.221
H  -9.05  -5.23  12.09  0.229
H  -7.60  -3.06  11.74  0.222
H  -6.23  -1.31  12.61  0.218
H  -4.45  -0.71  14.23  0.228
H  -4.42  -1.83  16.42  0.218
H  -5.96  -3.78  16.96  0.199
Br  -14.49  -5.72  20.35  0.088
C  -12.75  -5.99  19.69  -0.097
C  -12.11  -7.18  20.02  -0.238
C  -10.77  -7.38  19.64  -0.233
C  -10.02  -6.36  19.01  -0.575
C  -10.72  -5.22  18.63  -0.227
C  -12.06  -4.99  18.99  -0.241
H  -12.66  -8.03  20.47  0.233
H  -10.27  -8.35  19.96  0.202
H  -10.23  -4.47  18.01  0.208
H  -12.63  -4.14  18.63  0.233



Q: charge of number 1 (C35H28As2Cl2NOS4SbTc)?
A: +3